Entry 1:
92
Properties=species:S:1:pos:R:3:mulliken_spin:R:1 method="wB97M-V/def2-TZVPD" homo_lumo_gap_ev="6.346 / 5.720" total_charge=+1 spin_multiplicity=2 lumo_energy_ev="-4.580 / -5.209"
W -1.02456 0.77145 0.60213 -0.019
O -1.35446 -0.92355 -0.11437 -0.002
C -2.15356 -1.75435 -0.80347 0.001
C -2.15976 -3.12575 -0.53327 0.008
C -3.12156 -3.95495 -1.06897 0.000
C -4.10126 -3.43595 -1.90777 0.002
C -4.02196 -2.12125 -2.31167 -0.005
C -3.02876 -1.26785 -1.81567 -0.019
C -2.81066 0.04765 -2.39057 0.003
N -1.95466 0.85025 -1.85837 0.011
C -1.58916 2.05385 -2.56997 -0.007
C -1.35966 3.15735 -1.54347 0.002
N -0.54486 2.69405 -0.41097 0.001
C -0.14736 3.78105 0.31913 0.000
C 0.49684 3.79605 1.55843 0.000
C 0.71224 5.02575 2.22403 0.000
C 1.13474 5.07315 3.53273 0.000
C 1.36384 3.88735 4.23903 0.000
C 1.25554 2.66705 3.59243 0.000
C 0.90684 2.58875 2.24083 0.002
O 0.87614 1.43615 1.56253 0.007
H -1.41796 -3.50805 0.14723 -0.001
H -3.11336 -5.00345 -0.81557 0.000
H -4.90226 -4.06635 -2.25587 0.000
H -4.78286 -1.74215 -2.98317 0.000
H -3.98836 -0.33575 -3.85497 0.000
H -2.36196 2.35945 -3.28267 0.000
H -0.65696 1.86135 -3.11567 0.008
H -2.33576 3.49585 -1.15347 0.000
H -0.87566 4.01045 -2.04217 0.000
H -0.40516 4.76415 -0.06507 0.000
H 0.47764 5.93555 1.69393 0.000
H 1.25724 6.02475 4.02673 0.000
H 1.61364 3.92035 5.28683 0.000
H 1.40684 1.75835 4.15713 0.000
C 3.56064 1.21615 -7.34407 0.000
C 2.65344 0.68845 -6.27937 0.000
C 2.68034 1.20195 -4.98597 -0.001
C 1.79154 0.75225 -4.02177 0.000
C 0.90054 -0.24335 -4.35957 0.085
C 0.85294 -0.77935 -5.63017 0.012
C 1.73704 -0.31565 -6.58637 0.005
S -0.36156 -0.90565 -3.19957 0.039
O -3.37006 0.35365 -3.57317 -0.001
O -0.28486 -2.35105 -3.38087 0.029
N 0.31754 -0.38915 -1.80357 0.446
C 1.27334 -1.06955 -1.15967 -0.056
C 2.02694 -2.13865 -1.69197 0.170
C 3.20494 -2.49305 -1.07597 -0.055
C 3.61154 -1.78255 0.05193 0.158
C 2.75384 -0.82635 0.57023 -0.015
N 1.57314 -0.51985 0.03863 0.124
H 4.37424 1.79715 -6.91827 0.000
H 2.99204 1.85865 -8.01857 0.000
H 3.97674 0.40265 -7.93537 0.000
H 3.40164 1.96195 -4.72077 0.001
H 1.81184 1.15615 -3.02217 0.002
H 0.14984 -1.56525 -5.85177 0.002
H 1.71284 -0.73475 -7.58167 0.001
H 1.68474 -2.62805 -2.58777 0.012
H 3.81254 -3.28725 -1.48477 0.002
H 4.55514 -1.97795 0.53673 0.003
H 3.02904 -0.24245 1.43263 0.014
C 2.25784 -0.71905 5.23913 0.001
C 2.16824 -0.58855 3.72903 0.004
Sb 0.09044 -0.78665 2.85323 0.016
C -1.03946 -0.36575 4.72633 0.003
C -1.71656 0.98885 4.87183 0.000
C 0.27054 -2.95645 3.36453 0.000
C 0.15084 -3.95655 2.23843 0.000
H 3.30004 -0.86565 5.51723 0.000
H 1.69634 -1.58445 5.58153 0.000
H 1.90584 0.17205 5.75173 0.000
H 2.70714 -1.42485 3.28273 -0.002
H 2.63404 0.34155 3.41223 0.000
H -0.29936 -0.50605 5.51753 0.000
H -1.78276 -1.16445 4.78163 0.000
H -1.01926 1.81435 4.72463 0.000
H -2.13506 1.07335 5.87553 0.000
H -2.53996 1.10265 4.16753 0.000
H -0.47566 -3.15865 4.12823 0.000
H 1.25764 -3.00345 3.81283 0.000
H -0.89376 -4.07765 1.97593 0.000
H 0.52604 -4.91895 2.58073 0.000
H 0.73394 -3.65605 1.36733 0.004
F -1.40216 1.83245 2.13603 -0.002
P -3.14726 -0.18895 2.02503 0.006
F -4.02596 -0.89105 0.89773 0.001
F -2.76806 1.51885 0.28483 -0.002
F -4.27636 0.98345 2.18263 0.001
F -2.09356 -1.93655 2.00183 0.002
F -3.79466 -0.93765 3.26903 0.001

***

Entry 2:
16
Properties=species:S:1:pos:R:3:mulliken_charge:R:1 method="wB97M-V/def2-TZVPD" homo_lumo_gap_ev=6.726 smiles=CC(C)NC[O-] total_charge=-1 spin_multiplicity=1 lumo_energy_ev=4.181
C 0.52587 0.08220 1.51404 -1.232
C -0.18455 -0.41771 0.23185 0.520
C -1.62463 -0.81772 0.46612 -1.527
N -0.17643 0.62612 -0.79531 -0.542
C 1.12582 0.49194 -1.68659 -0.518
O 2.21502 0.85873 -1.02135 -0.882
H -0.11702 0.84734 1.95577 0.307
H 0.81552 -0.71088 2.21661 0.331
H 1.46005 0.41772 1.03932 0.309
H 0.36938 -1.23752 -0.24555 0.391
H -2.08438 0.12593 0.79184 0.277
H -2.08784 -0.99425 -0.50464 0.375
H -1.92252 -1.60332 1.17440 0.343
H -0.18418 1.59109 -0.50487 0.256
H 0.97670 -0.50074 -2.15949 0.285
H 0.89318 1.24106 -2.47216 0.307

***

Entry 3:
162
Properties=species:S:1:pos:R:3:mulliken_spin:R:1 method="wB97M-V/def2-TZVPD" homo_lumo_gap_ev="1.518 / 8.488" total_charge=-1 spin_multiplicity=2 lumo_energy_ev="1.899 / 1.882"
C -0.62873 -1.36120 6.19952 -0.030
C -0.66911 0.07116 6.81210 -0.005
C 0.21157 1.10903 6.07581 0.125
O 1.54655 0.62746 5.92312 -0.322
C 2.40982 1.37762 5.14906 0.558
N -2.06866 0.42678 6.62923 0.002
H -0.91226 -1.48204 5.15400 0.012
H -1.08561 -2.16130 6.78193 -0.006
H 0.45648 -1.44325 6.13879 0.005
H -0.29333 0.03026 7.83446 0.005
H 0.14145 1.93383 6.78498 0.006
H -0.20309 1.40582 5.11245 -0.057
H 3.39405 1.28860 5.60891 -0.148
H 2.10649 2.41374 4.99893 0.162
H 2.50190 0.96787 4.14322 0.099
H -2.67191 -0.05945 7.27714 -0.006
H -2.59873 0.09262 5.83710 -0.001
C -3.42611 -4.92279 0.02179 0.001
C -4.27406 -4.69446 1.30533 -0.001
C -3.82654 -5.76847 2.29075 0.004
O -3.94022 -7.13743 1.82064 -0.001
C -5.12052 -7.69362 2.29828 0.000
N -3.97082 -3.33482 1.72805 -0.002
H -2.44832 -4.44285 -0.01908 0.001
H -4.01489 -4.51783 -0.80129 0.000
H -3.38731 -5.94234 -0.36177 -0.001
H -5.35552 -4.68358 1.16959 0.000
H -4.15810 -5.63176 3.32007 0.000
H -2.74351 -5.66268 2.35371 -0.001
H -5.92326 -7.03821 1.96042 0.000
H -5.05203 -8.04064 3.32930 0.000
H -5.18493 -8.62586 1.73714 0.000
H -4.40083 -2.80613 0.98261 0.001
H -4.71824 -3.30041 2.40649 0.003
C 4.19507 6.64421 0.20446 -0.100
C 3.83807 7.52948 -0.93955 -0.061
C 3.17190 6.79219 -2.11904 0.005
O 2.14198 6.02361 -1.57571 -0.204
C 1.66419 5.13235 -2.62450 -0.201
N 3.10167 8.69853 -0.62375 0.093
H 4.79064 5.83098 -0.21033 0.010
H 3.33227 6.29877 0.77398 0.474
H 4.72611 7.33823 0.85594 -0.155
H 4.68927 8.13224 -1.25618 -0.039
H 3.84784 6.14945 -2.68304 0.033
H 2.84652 7.59465 -2.78107 0.006
H 2.30494 4.28024 -2.85132 0.116
H 1.56672 5.67563 -3.56442 -0.008
H 0.69314 4.80998 -2.24868 0.036
H 3.38890 9.19452 0.20787 -0.048
H 2.16349 8.40114 -0.39685 0.001
C -6.40201 0.57068 -2.66164 0.002
C -4.99379 0.07947 -2.37297 -0.006
C -4.35218 0.73333 -1.04766 -0.073
O -4.02260 2.04971 -1.46902 -0.066
C -2.87908 2.64811 -0.79683 0.055
N -4.96015 -1.41854 -2.32388 0.002
H -6.98834 0.32641 -1.77584 0.004
H -6.89232 0.17576 -3.55144 -0.003
H -6.59439 1.64299 -2.69658 -0.001
H -4.35894 0.33972 -3.21992 -0.002
H -3.41641 0.25743 -0.75447 0.030
H -5.00433 0.77160 -0.17511 0.024
H -1.91939 2.30516 -1.18346 0.055
H -2.89469 2.46869 0.27818 0.063
H -2.85971 3.73791 -0.78835 -0.029
H -4.04052 -1.81448 -2.19120 0.001
H -5.25127 -1.83397 -3.19725 0.000
C -6.29165 -0.86405 4.30115 0.016
C -5.24794 -0.16656 3.36813 -0.070
C -5.69976 1.33457 3.09430 -0.004
O -4.67147 1.94747 2.29116 -0.326
C -4.96792 3.26002 1.79327 0.312
N -4.04863 -0.26838 4.23626 -0.006
H -7.21763 -1.13520 3.79406 -0.008
H -6.54260 -0.41445 5.26188 -0.002
H -5.97850 -1.87663 4.55556 0.006
H -5.13040 -0.63113 2.38912 0.015
H -5.85831 1.93583 3.98954 0.011
H -6.63940 1.32029 2.54203 -0.002
H -4.05888 3.69898 1.38212 0.026
H -5.37440 3.99677 2.48614 -0.029
H -5.66508 3.08636 0.97357 0.018
H -3.38181 0.43333 3.94810 0.010
H -3.49891 -1.07798 3.98633 -0.011
C -0.96493 -1.15959 0.41047 0.041
C 0.22162 -0.61658 1.25144 -0.360
C 0.78356 0.80496 0.85483 0.194
O 1.43483 0.74182 -0.40642 -0.372
C 2.09981 2.00462 -0.64431 0.395
N -0.21168 -0.63936 2.66264 -0.045
H -0.78121 -0.96148 -0.64551 0.002
H -1.97137 -0.91086 0.74708 0.009
H -1.01909 -2.24757 0.37234 0.007
H 1.04280 -1.33293 1.27586 -0.037
H 1.31611 1.24866 1.69603 0.399
H -0.04825 1.49094 0.69475 -0.027
H 1.55174 2.64414 -1.33622 0.084
H 2.99533 1.99739 -1.26567 0.072
H 2.34300 2.63117 0.21382 0.026
H -1.01542 -0.05231 2.83435 0.015
H 0.51297 -0.12884 3.14673 -0.010
C 2.34630 -4.74205 0.10804 0.005
C 1.79214 -5.99780 0.69583 -0.001
C 2.38958 -7.27553 0.26385 0.000
O 2.45345 -7.26017 -1.22674 -0.001
C 3.06639 -8.42846 -1.83861 0.000
N 1.55402 -5.84168 2.10215 0.001
H 1.64725 -3.98835 0.47049 -0.003
H 2.20295 -4.69354 -0.97141 -0.001
H 3.37248 -4.56681 0.43108 0.005
H 0.79057 -5.79647 0.31579 0.001
H 1.75098 -8.14253 0.43301 0.000
H 3.39316 -7.32193 0.68668 0.000
H 2.92938 -8.45906 -2.91953 0.000
H 2.83119 -9.40772 -1.42166 0.000
H 4.13627 -8.40475 -1.63150 0.000
H 0.97206 -6.64296 2.30058 0.000
H 1.13184 -4.95297 2.33035 0.002
C 3.66977 -0.44121 -3.42043 -0.001
C 2.84302 -1.73009 -3.50836 0.010
C 3.63451 -2.92057 -4.09942 -0.004
O 4.15077 -2.65292 -5.37040 -0.002
C 4.92143 -3.78322 -5.81345 0.000
N 2.38108 -2.07048 -2.09472 0.001
H 4.53965 -0.71731 -2.82448 0.002
H 3.11395 0.34248 -2.90565 0.003
H 4.09987 -0.12740 -4.37155 -0.006
H 1.98116 -1.45298 -4.11542 0.004
H 3.21508 -3.92494 -4.04077 -0.001
H 4.53079 -3.08389 -3.50100 0.002
H 5.55414 -3.60992 -6.68394 0.000
H 4.18349 -4.54492 -6.06522 0.000
H 5.64054 -4.20495 -5.11124 0.000
H 1.98982 -1.24509 -1.66374 0.000
H 1.54987 -2.57838 -2.36163 0.005
C 4.77355 4.48869 -7.83719 0.000
C 4.29236 5.37393 -6.68050 0.000
C 5.10561 4.94768 -5.40098 0.002
O 4.56719 3.68304 -4.97641 -0.010
C 4.89024 3.39108 -3.62787 0.018
N 4.61278 6.75792 -6.96641 0.000
H 3.99803 4.31231 -8.58255 0.000
H 5.15024 3.48793 -7.62582 0.000
H 5.50782 4.97104 -8.48242 0.000
H 3.25435 5.20595 -6.39343 0.000
H 4.97142 5.67203 -4.59760 -0.001
H 6.18306 4.87308 -5.54803 0.002
H 4.76996 2.31095 -3.54450 0.004
H 4.14026 3.67478 -2.88953 0.025
H 5.81550 3.77523 -3.19844 -0.013
H 4.14504 7.12175 -7.78429 0.000
H 5.58767 6.80125 -7.22680 0.000
O 1.46291 4.25571 1.76269 -0.151
H 2.17548 3.92917 2.31209 0.057
H 1.22208 5.09468 2.15557 0.238
O -0.59419 -3.41350 3.07191 0.002
H -0.13882 -2.57517 2.99395 0.001
H -1.52341 -3.18479 3.05027 0.004
O -2.15549 2.29712 3.58616 -0.057
H -2.27209 2.41824 4.52848 0.050
H -3.04129 2.34519 3.22659 0.041

***

Entry 4:
54
Properties=species:S:1:pos:R:3:mulliken_spin:R:1 method="wB97M-V/def2-TZVPD" homo_lumo_gap_ev="10.570 / 11.003" total_charge=+1 spin_multiplicity=6 lumo_energy_ev="-2.530 / -2.117"
Sm -0.42691 -0.02051 0.37029 5.038
C -1.45701 1.85089 -2.42241 0.001
C -2.69111 1.31079 -1.67911 0.001
O -2.44111 0.03969 -1.09231 -0.001
C -2.74621 -1.12981 -1.83811 0.000
C -1.50261 -1.64371 -2.58081 0.001
O -0.39521 -1.61471 -1.67621 0.001
C 0.32289 -2.83791 -1.49001 0.000
C 0.55379 -3.03461 0.01369 0.002
O 1.05189 -1.82991 0.58999 -0.017
C 2.42199 -1.82001 0.97549 0.003
C 3.23129 -1.13281 -0.13121 0.001
O 2.63089 0.11229 -0.46711 0.002
C 3.23929 1.26619 0.10739 0.001
C 2.36239 1.80179 1.25019 0.004
O 1.00549 1.81869 0.82629 -0.020
C 0.57399 3.00639 0.16449 0.001
C 0.52939 2.77109 -1.35151 0.001
O -0.28521 1.62629 -1.63401 0.002
H -1.59751 2.91759 -2.61961 0.000
H -1.31611 1.33929 -3.38301 0.000
H -3.55541 1.27799 -2.35141 0.000
H -2.90611 1.96299 -0.82151 0.000
H -3.57561 -0.96161 -2.53221 0.000
H -3.04231 -1.86331 -1.07781 0.000
H -1.25831 -0.99881 -3.43421 -0.001
H -1.68631 -2.65521 -2.95401 0.000
H 1.27719 -2.75861 -2.02911 0.000
H -0.24121 -3.68961 -1.88241 0.000
H 1.23229 -3.87231 0.19949 0.000
H -0.40611 -3.23041 0.51089 -0.001
H 2.79609 -2.82961 1.16819 0.000
H 2.47409 -1.24761 1.91089 -0.001
H 3.20739 -1.73031 -1.04881 0.000
H 4.27489 -1.00331 0.17519 0.000
H 3.31489 2.00719 -0.69731 0.000
H 4.25039 1.04829 0.46699 0.000
H 2.69619 2.79569 1.56849 0.000
H 2.39269 1.13129 2.11749 -0.002
H 1.22019 3.85619 0.41129 0.000
H -0.44041 3.20149 0.54019 -0.001
H 1.53159 2.54669 -1.73861 0.000
H 0.14399 3.66429 -1.85331 0.000
O -2.55571 1.23319 3.55449 0.000
P -1.31631 1.45369 2.60069 0.001
O -0.45571 2.55269 3.03089 0.000
O -1.77491 1.41429 1.14369 -0.007
O -0.37831 0.02849 2.72739 -0.003
P -1.09471 -1.47871 2.63059 0.001
O -2.26281 -1.44651 3.71419 0.000
O -0.05951 -2.48091 2.92839 0.001
O -1.73921 -1.47481 1.25439 -0.008
H -3.16511 0.54349 3.27959 0.000
H -1.96211 -1.79351 4.55489 0.000